w.
A 2-piece molecular cluster, C8H12N2O overall. Source: the Open Molecules 2025 dataset; level of theory: the ωB97M-V functional and the def2-TZVPD basis.

```
! RIJCOSX wB97M-V def2-TZVPD def2/J DEFGRID3
* xyz 0 1
H 2.973 2.319 1.070
H -2.276 2.655 0.480
C 2.552 -1.279 -0.428
N 3.670 0.902 -0.393
C -1.970 -0.318 0.058
C -2.395 1.985 -0.372
C 2.852 1.265 0.602
O -0.748 -0.223 -0.105
N -2.764 0.708 -0.214
C 1.812 -0.907 0.674
H 4.325 -0.569 -1.729
H -3.743 0.588 -0.317
H -1.296 1.942 -0.902
C -2.528 -1.817 0.129
H -2.088 -2.209 1.127
C 1.812 0.449 1.034
H 1.031 -1.648 0.938
H -2.867 2.396 -1.242
H 1.376 0.628 2.053
H 2.460 -2.299 -0.915
H -3.661 -2.024 0.259
C 3.521 -0.303 -0.967
H -2.046 -2.240 -0.840
*
```



x.
C8H12N2O as an isolated structure. Source: the Open Molecules 2025 dataset; level of theory: the ωB97M-V functional and the def2-TZVPD basis.

```
! RIJCOSX wB97M-V def2-TZVPD def2/J DEFGRID3
* xyz 0 1
H -1.020 2.376 -0.950
C -2.939 -0.111 0.948
N -1.731 -0.091 0.202
C -0.986 -1.062 -0.276
H 1.449 -2.550 1.173
C 0.412 -0.368 -0.471
H 1.938 0.113 -1.899
H -3.643 -0.811 0.487
H -3.371 0.891 0.935
C 1.094 -0.570 -1.802
O -1.220 -2.222 -0.548
H 2.127 -1.456 2.424
C 1.152 -0.517 0.813
C 1.962 -1.606 1.360
N 0.791 0.645 1.339
C -0.098 2.348 -0.373
H 1.462 -1.592 -1.860
H -2.773 -0.420 1.986
H 0.724 2.589 -1.052
H 2.923 -1.655 0.844
C 0.141 1.008 0.171
H -0.127 3.089 0.422
H 0.393 -0.400 -2.618
*
```



Which one is most stable, and which one is least stable? w is the most stable of them, while x is the least stable.



w.
One molecule with the formula C5H9N3OS. Source: the Open Molecules 2025 dataset; level of theory: the ωB97M-V functional and the def2-TZVPD basis.

```
! RIJCOSX wB97M-V def2-TZVPD def2/J DEFGRID3
* xyz 0 1
H 0.784 -2.782 -2.279
C -2.362 -0.534 0.204
C 1.705 1.761 0.200
H 2.472 1.306 0.893
N -1.016 -0.994 -0.315
C 0.126 -0.382 -0.161
H 2.063 -0.792 -1.385
H -2.148 0.083 1.042
C 0.295 -2.127 -1.555
H -2.607 0.189 -0.519
O -0.808 2.122 0.299
N 0.142 0.983 2.297
H -2.837 -1.454 0.518
C 1.056 -1.115 -1.018
H 1.891 1.688 -0.848
H 0.482 0.067 2.509
N -0.958 -2.085 -1.060
H 1.593 2.883 0.423
S 0.124 1.186 0.753
*
```



x.
One molecule with the formula C5H9N3OS. Source: the Open Molecules 2025 dataset; level of theory: the ωB97M-V functional and the def2-TZVPD basis.

```
! RIJCOSX wB97M-V def2-TZVPD def2/J DEFGRID3
* xyz 0 1
S -0.625 1.694 2.664
C -0.367 0.745 1.441
N -0.963 -0.286 0.877
H 1.862 -0.846 -0.927
C -0.347 -0.869 -0.424
C -2.229 -0.797 1.239
N 1.368 0.644 0.412
H -2.077 -1.867 1.637
N 2.507 1.015 0.948
H 0.529 1.765 -1.662
H -2.916 -1.000 0.440
H -0.300 -1.948 -0.142
H 0.063 0.437 -2.563
O 3.636 0.822 0.488
H -2.683 -0.145 2.021
H 1.729 0.764 -2.503
C 0.785 0.779 -1.866
C 0.981 -0.197 -0.770
H -0.953 -0.709 -1.308
*
```



Which one is most stable, and which one is least stable? w is the most stable of them, while x is the least stable.



w.
One molecule with the formula C2H3N. Source: the Open Molecules 2025 dataset; level of theory: the ωB97M-V functional and the def2-TZVPD basis.

```
! RIJCOSX wB97M-V def2-TZVPD def2/J DEFGRID3
* xyz 0 1
N -1.689 -0.815 0.970
H 0.302 0.287 -1.387
C -0.806 -0.294 0.392
H 1.128 -0.473 0.145
C 0.382 0.184 -0.304
H 0.682 1.111 0.184
*
```



x.
C2H3N as an isolated structure. Source: the Open Molecules 2025 dataset; level of theory: the ωB97M-V functional and the def2-TZVPD basis.

```
! RIJCOSX wB97M-V def2-TZVPD def2/J DEFGRID3
* xyz 0 1
H 0.765 1.844 1.511
N 2.553 -0.709 -0.386
C 0.912 0.957 0.530
H 0.798 -0.595 -0.378
C 1.522 0.100 -0.137
H 3.809 -0.277 -0.666
*
```



Which one is most stable, and which one is least stable? w is the most stable of them, while x is the least stable.



w.
One molecule with the formula C2H3N. Source: the Open Molecules 2025 dataset; level of theory: the ωB97M-V functional and the def2-TZVPD basis.

```
! RIJCOSX wB97M-V def2-TZVPD def2/J DEFGRID3
* xyz 0 1
H 0.796 -0.974 0.353
N -1.365 0.967 1.392
C 0.322 -0.221 -0.395
H 1.191 0.313 -0.719
C -0.711 0.547 0.414
H -0.233 -0.632 -1.045
*
```



x.
One molecule with the formula C2H3N. Source: the Open Molecules 2025 dataset; level of theory: the ωB97M-V functional and the def2-TZVPD basis.

```
! RIJCOSX wB97M-V def2-TZVPD def2/J DEFGRID3
* xyz 0 1
C -0.023 0.244 -0.039
N -0.054 1.393 -0.132
C 0.063 -1.139 0.116
H -0.336 -1.378 1.097
H -0.631 -1.495 -0.688
H 1.105 -1.508 0.053
*
```



Which one is most stable, and which one is least stable? x is the most stable of them, while w is the least stable.



w.
A 2-piece molecular cluster, C2H2N2O2S overall. Source: the Open Molecules 2025 dataset; level of theory: the ωB97M-V functional and the def2-TZVPD basis.

```
! RIJCOSX wB97M-V def2-TZVPD def2/J DEFGRID3
* xyz 0 1
C -0.689 -0.785 1.386
H -1.462 0.466 -0.053
C -1.048 -0.459 0.099
N -0.186 -0.968 2.373
O 0.803 2.721 -0.275
H 0.474 -2.189 -0.432
O 1.454 0.929 -1.363
N 0.988 1.599 -0.511
S -0.333 -1.313 -1.225
*
```



x.
One molecule with the formula C2H2N2O2S. Source: the Open Molecules 2025 dataset; level of theory: the ωB97M-V functional and the def2-TZVPD basis.

```
! RIJCOSX wB97M-V def2-TZVPD def2/J DEFGRID3
* xyz 0 1
O -1.821 -0.802 1.050
H 0.773 1.166 1.491
S 0.997 -1.058 -2.501
N 0.921 -0.916 -0.946
O 0.582 0.141 -3.215
C 0.249 0.425 0.896
H -1.510 0.959 1.965
C -1.136 0.152 1.308
N 0.945 -0.067 -0.048
*
```



Which one is most stable, and which one is least stable? x is the most stable of them, while w is the least stable.



w.
A 2-piece molecular cluster, C6H15NS overall. Source: the Open Molecules 2025 dataset; level of theory: the ωB97M-V functional and the def2-TZVPD basis.

```
! RIJCOSX wB97M-V def2-TZVPD def2/J DEFGRID3
* xyz 0 1
H 0.311 3.815 1.404
C -1.343 -1.334 -2.779
H 0.909 1.336 -0.246
H 1.813 -2.624 -0.622
C -0.907 1.110 0.903
H -0.271 2.614 -0.702
C 0.924 2.961 1.072
C 0.082 -1.291 -0.665
H 1.779 3.346 0.505
H -1.478 1.720 1.614
H -0.334 -2.844 -2.003
H -1.745 -0.345 -2.592
H -0.099 -0.259 -0.698
H -1.684 -1.924 -3.646
H 1.302 2.413 1.946
H -1.660 0.724 0.191
S -0.129 -0.171 2.007
C 0.138 2.024 0.146
H -0.520 -1.795 0.080
C 1.573 -1.546 -0.676
H 2.009 -1.135 -1.598
H 2.018 -1.033 0.191
N -0.440 -1.831 -1.993
*
```



x.
One molecule with the formula C6H15NS. Source: the Open Molecules 2025 dataset; level of theory: the ωB97M-V functional and the def2-TZVPD basis.

```
! RIJCOSX wB97M-V def2-TZVPD def2/J DEFGRID3
* xyz 0 1
H -2.790 -1.969 -0.395
H -2.811 -0.644 -3.054
H -0.840 -2.031 1.315
H 1.121 -1.594 0.251
H -0.598 -0.528 2.214
H 2.887 1.771 0.580
H 1.370 2.188 -1.712
C -1.768 -0.284 0.451
H -2.589 -0.138 1.154
H 1.284 0.466 2.136
C -2.178 -1.145 -0.743
H 2.577 -0.284 1.242
C 1.600 0.194 1.131
H -1.388 0.682 0.130
N 0.661 -0.755 0.560
S -3.248 -0.181 -1.875
H -1.269 -1.420 -1.278
C 1.747 1.308 -1.190
H 2.684 1.006 -1.653
C -0.610 -0.959 1.206
H 1.047 0.506 -1.435
C 1.866 1.488 0.314
H 1.244 2.321 0.652
*
```



Which one is most stable, and which one is least stable? x is the most stable of them, while w is the least stable.



w.
A 2-piece molecular cluster, C6H15NS overall. Source: the Open Molecules 2025 dataset; level of theory: the ωB97M-V functional and the def2-TZVPD basis.

```
! RIJCOSX wB97M-V def2-TZVPD def2/J DEFGRID3
* xyz 0 1
H -2.837 2.407 -0.906
H -3.791 1.378 0.197
C -2.463 -1.005 -0.340
H -1.339 0.502 -1.392
N 1.244 0.347 -0.416
C -2.821 1.513 -0.279
C 3.420 -0.201 -0.330
C 2.014 -0.606 1.791
H -3.475 -1.027 0.080
H -2.955 0.287 -2.061
C -2.384 0.316 -1.132
H 1.704 1.235 -0.201
H 3.724 0.831 -0.196
H 1.459 0.185 -1.406
C 2.204 -0.671 0.279
H 2.231 0.407 2.142
H 1.008 -0.855 2.105
H 2.710 -1.278 2.293
H 4.243 -0.870 -0.559
H 1.803 -1.615 -0.088
H -2.065 1.685 0.487
H -2.392 -1.848 -1.029
S -1.244 -1.117 0.962
*
```



x.
C6H15NS as an isolated structure. Source: the Open Molecules 2025 dataset; level of theory: the ωB97M-V functional and the def2-TZVPD basis.

```
! RIJCOSX wB97M-V def2-TZVPD def2/J DEFGRID3
* xyz 0 1
C -0.621 1.062 -1.676
H -0.788 0.059 -2.073
H 2.858 2.979 -0.739
C 0.572 -1.233 0.234
S 1.214 3.660 -1.160
H 1.660 -1.262 0.245
H 0.363 -3.234 0.969
H -2.061 -1.371 1.143
H -2.018 -3.093 1.659
C -1.587 -2.345 0.978
C 0.419 1.068 -0.577
H -1.845 -2.657 -0.041
C 0.588 2.463 0.042
H 0.283 -1.505 -0.797
H -0.402 2.800 0.418
H 1.423 0.784 -0.932
H 0.462 0.429 1.367
C -0.077 -2.251 1.163
H -0.311 1.659 -2.531
H 0.136 -2.016 2.220
N 0.051 0.111 0.485
H 1.233 2.415 0.910
H -1.555 1.478 -1.308
*
```



Which one is most stable, and which one is least stable? x is the most stable of them, while w is the least stable.



w.
A 2-piece molecular cluster, C2H5OP overall. Source: the Open Molecules 2025 dataset; level of theory: the ωB97M-V functional and the def2-TZVPD basis.

```
! RIJCOSX wB97M-V def2-TZVPD def2/J DEFGRID3
* xyz 0 1
H 0.183 -1.517 -0.556
O -2.295 0.805 -0.275
P -2.206 -0.613 0.108
C 0.844 0.502 -0.071
H 1.887 0.607 -0.314
H 0.390 -1.212 1.259
H 0.446 1.244 0.641
C 0.303 -0.888 0.242
H 0.448 1.072 -1.034
*
```



x.
One molecule with the formula C2H5OP. Source: the Open Molecules 2025 dataset; level of theory: the ωB97M-V functional and the def2-TZVPD basis.

```
! RIJCOSX wB97M-V def2-TZVPD def2/J DEFGRID3
* xyz 0 1
C -0.574 -0.124 -0.013
C 0.037 -0.449 1.117
H 0.569 2.138 -0.291
H -0.094 -0.427 -1.881
H -1.605 0.258 -0.098
H -0.483 -0.892 1.876
O 0.246 0.116 -1.142
P -0.134 1.996 -1.376
H 1.071 -0.757 0.986
*
```



Which one is most stable, and which one is least stable? w is the most stable of them, while x is the least stable.